{
  "formula": "C43H40ClN7O5S2SeTa",
  "method": "ωB97M-V with the def2-TZVPD basis set",
  "elements": ["Ta", "Cl", "C", "C", "C", "C", "O", "C", "C", "N", "C", "C", "C", "C", "C", "C", "C", "C", "N", "C", "C", "H", "H", "H", "H", "H", "H", "H", "H", "H", "H", "C", "C", "O", "S", "C", "C", "C", "C", "C", "C", "C", "C", "H", "H", "H", "H", "H", "H", "H", "C", "C", "O", "O", "H", "H", "H", "C", "N", "C", "C", "C", "N", "C", "O", "N", "H", "H", "H", "H", "H", "H", "H", "C", "N", "C", "C", "N", "C", "S", "H", "H", "H", "H", "H", "H", "H", "H", "Se", "C", "C", "C", "C", "C", "C", "H", "H", "H", "H", "H"],
  "xyz": [[0.04, 1.08, -0.75], [6.65, 3.92, -1.44], [4.96, 3.60, -1.26], [4.26, 4.19, -0.21], [2.91, 3.95, -0.06], [2.25, 3.07, -0.92], [0.94, 2.84, -0.75], [2.96, 2.47, -1.97], [2.28, 1.68, -2.97], [1.14, 1.12, -2.79], [0.44, 0.62, -3.92], [0.97, 0.05, -5.04], [0.13, -0.27, -6.12], [-1.21, -0.01, -6.07], [-1.78, 0.55, -4.90], [-3.16, 0.83, -4.76], [-3.62, 1.32, -3.57], [-2.72, 1.50, -2.51], [-1.43, 1.27, -2.60], [-0.95, 0.82, -3.81], [4.32, 2.76, -2.14], [4.77, 4.85, 0.47], [2.35, 4.41, 0.74], [2.75, 1.63, -3.95], [2.03, -0.16, -5.09], [0.56, -0.73, -7.00], [-1.85, -0.24, -6.91], [-3.83, 0.64, -5.59], [-4.66, 1.54, -3.42], [-3.09, 1.80, -1.54], [4.87, 2.32, -2.97], [0.57, -0.96, 8.43], [-0.77, -0.88, 9.10], [-0.97, -1.16, 10.25], [-2.21, -0.35, 8.15], [-1.57, -0.06, 6.51], [-1.23, 1.23, 6.11], [-0.78, 1.46, 4.83], [-0.67, 0.41, 3.92], [-1.00, -0.88, 4.32], [-1.46, -1.11, 5.61], [-0.27, 0.65, 2.56], [-0.04, 0.82, 1.38], [1.33, -0.98, 9.20], [0.74, -0.14, 7.74], [0.62, -1.89, 7.86], [-1.32, 2.04, 6.82], [-0.50, 2.47, 4.52], [-0.90, -1.69, 3.61], [-1.73, -2.11, 5.92], [3.92, -0.55, 0.14], [2.43, -0.68, 0.25], [1.85, -1.54, 0.86], [1.79, 0.28, -0.44], [4.41, -1.39, 0.63], [4.23, 0.39, 0.62], [4.20, -0.51, -0.91], [-1.22, 4.52, 1.39], [-2.24, 3.51, 1.68], [-3.07, 3.60, 2.74], [-3.96, 2.63, 3.03], [-3.97, 1.51, 2.15], [-3.19, 1.45, 1.08], [-2.32, 2.41, 0.86], [-1.50, 2.39, -0.12], [-4.79, 0.47, 2.37], [-1.16, 5.20, 2.24], [-1.48, 5.08, 0.50], [-0.26, 4.03, 1.23], [-2.96, 4.49, 3.35], [-4.60, 2.70, 3.89], [-5.35, 0.41, 3.19], [-4.70, -0.33, 1.77], [4.79, -4.14, -2.05], [3.52, -4.08, -1.36], [3.13, -5.11, -0.41], [1.77, -4.59, 0.08], [1.37, -3.75, -1.05], [2.46, -3.35, -1.75], [2.44, -2.14, -2.91], [4.87, -5.08, -2.61], [5.60, -4.09, -1.33], [4.85, -3.31, -2.74], [3.86, -5.20, 0.39], [3.04, -6.08, -0.92], [1.87, -3.99, 0.98], [1.06, -5.40, 0.24], [0.65, -3.05, -0.91], [-1.23, -1.16, -0.60], [-2.08, -1.74, -2.22], [-3.47, -1.69, -2.30], [-4.12, -2.20, -3.41], [-3.39, -2.77, -4.45], [-2.01, -2.84, -4.36], [-1.35, -2.32, -3.25], [-4.04, -1.25, -1.49], [-5.20, -2.16, -3.47], [-3.90, -3.19, -5.31], [-1.43, -3.30, -5.15], [-0.27, -2.38, -3.18]],
  "lowdin_charge": [1.671, 0.693, -0.662, -0.072, 0.016, -0.306, -0.222, -0.136, -0.026, 0.005, -0.218, -0.026, -0.036, -0.015, -0.146, 0.022, -0.024, -0.103, -0.009, -0.166, -0.043, 0.115, 0.120, 0.148, 0.100, 0.118, 0.125, 0.133, 0.120, 0.099, 0.124, -0.041, -0.727, 0.022, 1.019, -0.566, -0.098, -0.037, -0.240, -0.010, -0.087, -0.068, -0.171, 0.091, 0.073, 0.094, 0.110, 0.113, 0.124, 0.113, 0.020, -0.619, 0.061, -0.300, 0.088, 0.092, 0.070, 0.027, -0.008, -0.021, 0.023, -0.343, 0.221, -0.485, -0.216, 0.198, 0.099, 0.111, 0.078, 0.142, 0.122, 0.121, 0.121, -0.053, -0.157, -0.110, -0.131, 0.028, -0.810, 0.669, 0.096, 0.092, 0.046, 0.125, 0.127, 0.108, 0.118, 0.038, 0.774, -0.595, -0.152, -0.090, -0.084, -0.079, -0.131, 0.095, 0.107, 0.105, 0.112, 0.042],
  "relative_energy_kcal_mol": 0.0,
  "total_charge": 1
}


{
  "formula": "C43H40CoO6P2S2",
  "method": "ωB97M-V with the def2-TZVPD basis set",
  "elements": ["Co", "O", "S", "O", "O", "O", "C", "C", "C", "C", "C", "C", "C", "C", "P", "C", "C", "C", "C", "C", "C", "C", "C", "C", "C", "C", "C", "C", "O", "C", "C", "C", "C", "C", "C", "P", "C", "C", "C", "C", "C", "C", "C", "C", "C", "C", "C", "C", "H", "H", "H", "H", "H", "H", "H", "H", "H", "H", "H", "H", "H", "H", "H", "H", "H", "H", "H", "H", "H", "H", "H", "H", "H", "H", "H", "H", "H", "H", "H", "H", "O", "S", "C", "C", "C", "C", "H", "H", "H", "H", "H", "H", "H", "H"],
  "xyz": [[1.25, 0.34, -0.31], [2.53, 0.05, -1.97], [2.11, -1.39, -1.87], [3.01, -2.29, -2.51], [0.68, -1.44, -2.37], [1.97, -1.60, -0.38], [-1.18, 0.09, 5.44], [-0.62, 0.07, 4.02], [0.93, -0.10, 4.10], [-0.87, 1.33, 3.25], [-1.33, 2.52, 3.82], [-1.45, 3.65, 3.01], [-1.20, 3.56, 1.64], [-0.75, 2.38, 1.06], [-0.32, 2.26, -0.68], [-1.92, 2.46, -1.55], [-3.16, 2.47, -0.86], [-4.36, 2.48, -1.53], [-4.36, 2.44, -2.91], [-3.18, 2.56, -3.62], [-1.95, 2.56, -2.94], [0.82, 3.54, -1.26], [1.42, 3.19, -2.46], [2.32, 3.99, -3.10], [2.52, 5.31, -2.66], [2.03, 5.62, -1.37], [1.21, 4.74, -0.66], [-0.66, 1.24, 1.87], [-0.28, 0.01, 1.33], [-0.83, -1.11, 1.85], [-1.15, -2.25, 1.10], [-1.83, -3.34, 1.66], [-2.32, -3.23, 2.94], [-1.96, -2.12, 3.73], [-1.14, -1.12, 3.22], [-0.71, -2.36, -0.70], [0.03, -4.00, -0.99], [0.63, -4.75, -0.01], [1.26, -5.94, -0.38], [1.41, -6.29, -1.72], [0.75, -5.55, -2.69], [0.07, -4.41, -2.35], [-2.34, -2.30, -1.52], [-3.04, -1.09, -1.61], [-4.34, -1.10, -2.05], [-4.95, -2.28, -2.52], [-4.24, -3.44, -2.53], [-2.94, -3.45, -2.00], [-0.89, 1.01, 5.92], [-0.76, -0.72, 6.04], [-2.28, 0.09, 5.47], [1.37, 0.77, 4.57], [1.33, -0.16, 3.07], [1.18, -0.95, 4.71], [-1.70, 2.49, 4.81], [-1.67, 4.62, 3.46], [-1.28, 4.43, 1.01], [-3.19, 2.47, 0.23], [-5.28, 2.46, -0.95], [-5.28, 2.40, -3.47], [-3.21, 2.60, -4.73], [-1.03, 2.61, -3.51], [1.23, 2.16, -2.88], [2.84, 3.71, -4.02], [3.10, 5.98, -3.27], [2.23, 6.58, -0.93], [0.83, 5.08, 0.31], [-1.94, -4.26, 1.07], [-2.92, -4.02, 3.33], [-2.20, -2.09, 4.78], [0.57, -4.45, 1.04], [1.73, -6.58, 0.32], [2.00, -7.16, -2.01], [0.82, -5.87, -3.75], [-0.32, -3.69, -3.10], [-2.61, -0.16, -1.24], [-4.85, -0.18, -2.12], [-5.95, -2.19, -2.96], [-4.76, -4.36, -2.85], [-2.35, -4.36, -2.00], [2.24, 1.54, 1.01], [3.76, 1.59, 1.30], [4.57, 1.87, -0.27], [5.86, 1.02, -0.15], [5.36, -0.35, 0.30], [4.47, -0.09, 1.46], [4.68, 2.96, -0.35], [3.91, 1.47, -1.02], [6.53, 1.55, 0.54], [6.37, 1.04, -1.09], [6.25, -0.96, 0.57], [4.86, -0.89, -0.51], [5.10, -0.08, 2.35], [3.68, -0.81, 1.58]],
  "mulliken_spin": [2.788, 0.074, -0.024, 0.008, 0.164, 0.043, 0.000, 0.000, 0.005, -0.005, 0.000, 0.000, -0.001, 0.007, 0.022, 0.016, 0.008, -0.002, 0.005, -0.002, 0.006, -0.003, 0.012, 0.000, 0.001, 0.000, -0.004, -0.015, 0.034, 0.028, -0.028, 0.026, 0.004, 0.000, 0.024, 0.337, 0.076, 0.030, -0.016, 0.033, -0.011, 0.044, 0.109, 0.022, -0.002, 0.018, -0.006, 0.024, 0.000, 0.000, 0.000, 0.000, -0.001, 0.000, 0.000, 0.000, 0.000, 0.001, 0.000, 0.000, 0.000, 0.000, 0.002, 0.000, 0.000, 0.000, 0.000, 0.005, 0.001, 0.000, 0.004, 0.000, 0.001, 0.000, -0.001, 0.067, 0.002, 0.001, 0.001, 0.003, 0.057, 0.007, 0.000, 0.001, -0.001, 0.003, -0.001, 0.002, 0.000, 0.000, 0.001, 0.000, 0.000, -0.001],
  "relative_energy_kcal_mol": 0.0,
  "s2": 6.012,
  "spin_multiplicity": 5,
  "total_charge": 1
}